ORCA calculation (the ωB97M-V functional and the def2-TZVPD basis) on 6 unconnected molecules or ions with the total composition C42H37BrINO24 in a non-equilibrium geometry.

CARTESIAN COORDINATES (ANGSTROEM)
O 0.059 1.321 5.532
C 0.027 1.138 4.347
Br 0.260 -0.719 3.723
C -0.122 2.227 3.317
C -1.502 2.335 2.625
C -1.657 1.180 1.630
C -2.582 0.174 2.299
O -3.011 -0.865 1.869
N -2.864 0.727 3.527
C -2.755 2.166 3.505
C -3.959 2.714 2.723
C -5.285 2.423 3.416
C -6.445 2.412 2.403
C -7.056 1.026 2.175
O -7.273 0.722 0.802
C -2.656 2.799 4.893
C -3.215 4.196 5.019
O -4.150 4.512 5.691
I -2.130 5.768 3.934
H 0.596 2.006 2.536
H 0.202 3.152 3.771
H -1.466 3.314 2.173
H -2.214 1.605 0.796
H -0.763 0.796 1.165
H -3.646 0.329 4.026
H -4.017 2.247 1.750
H -3.855 3.768 2.519
H -5.534 3.166 4.160
H -5.287 1.457 3.897
H -6.163 2.872 1.461
H -7.231 3.038 2.810
H -8.030 0.986 2.664
H -6.464 0.226 2.615
H -7.376 1.549 0.337
H -1.639 2.857 5.257
H -3.207 2.189 5.602
C 4.287 -1.222 0.415
C 5.372 -2.000 0.374
C 6.070 -2.460 1.619
O 7.041 -3.181 1.493
C 5.550 -2.018 2.902
C 4.463 -1.236 2.950
C 3.753 -0.793 1.702
O 2.767 -0.094 1.818
O 3.941 -0.805 4.090
O 5.914 -2.426 -0.770
H 3.779 -0.887 -0.477
H 6.068 -2.344 3.793
H 3.155 -0.277 3.851
H 6.678 -2.982 -0.513
C -5.358 -4.024 5.945
C -4.901 -2.923 5.335
C -5.835 -1.926 4.704
O -5.363 -0.927 4.184
C -7.259 -2.196 4.738
C -7.715 -3.301 5.343
C -6.788 -4.283 6.001
O -7.277 -5.253 6.546
O -9.001 -3.604 5.408
O -3.605 -2.648 5.251
H -4.699 -4.747 6.404
H -7.918 -1.482 4.264
H -9.055 -4.446 5.899
H -3.525 -1.814 4.758
C -6.117 8.184 -0.200
C -5.507 7.252 0.543
C -4.699 6.148 -0.079
O -4.163 5.347 0.664
C -4.606 6.091 -1.527
C -5.218 7.022 -2.271
C -6.007 8.141 -1.650
O -6.519 8.957 -2.390
O -5.174 7.027 -3.595
O -5.568 7.237 1.869
H -6.698 8.984 0.236
H -4.035 5.283 -1.963
H -5.693 7.803 -3.879
H -5.037 6.472 2.161
C 8.193 0.122 -4.387
C 7.687 -0.849 -3.613
C 7.463 -2.240 -4.147
O 7.031 -3.089 -3.393
C 7.780 -2.504 -5.544
C 8.278 -1.526 -6.309
C 8.530 -0.149 -5.774
O 9.003 0.681 -6.529
O 8.588 -1.701 -7.594
O 7.364 -0.640 -2.343
H 8.365 1.124 -4.018
H 7.599 -3.501 -5.926
H 8.928 -0.841 -7.903
H 6.983 -1.469 -1.969
C 7.569 -4.902 -9.203
C 8.016 -5.642 -10.226
C 7.972 -7.144 -10.197
O 8.379 -7.746 -11.171
C 7.449 -7.795 -9.006
C 7.006 -7.055 -7.983
C 7.027 -5.554 -8.025
O 6.590 -4.949 -7.062
O 6.519 -7.586 -6.868
O 8.525 -5.111 -11.329
H 7.595 -3.821 -9.211
H 7.437 -8.876 -8.989
H 6.269 -6.836 -6.297
H 8.766 -5.863 -11.902

Atoms 1-2, force components in eV/Å:
0.0 -0.2 -1.3
0.1 0.2 1.8

As for the LUMO energy: -1.7 eV. The structure (SMILES) is O=C(Br)C[C@H]1CC(=O)N[C@@]1(CCCCO)CC(=O)I.O=C1C=C(O)C(=O)C=C1O.O=C1C=C(O)C(=O)C=C1O.O=C1C=C(O)C(=O)C=C1O.O=C1C=C(O)C(=O)C=C1O.O=C1C=C(O)C(=O)C=C1O. Its HOMO-LUMO gap is 7.79 eV. The spin multiplicity is 1. Its HOMO energy is -9.52 eV.